No. 1
{
  "formula": "C6H14O",
  "method": "ωB97M-V/def2-TZVPD",
  "species": ["C", "C", "C", "C", "C", "C", "O", "H", "H", "H", "H", "H", "H", "H", "H", "H", "H", "H", "H", "H", "H"],
  "xyz": [[0.605, -1.742, -1.587], [-0.068, -0.556, -0.912], [-0.807, 0.375, -1.868], [0.892, 0.295, -0.006], [0.167, 1.160, 1.050], [-0.663, 0.488, 2.150], [0.098, -0.593, 2.729], [1.451, -1.470, -2.256], [1.055, -2.389, -0.791], [-0.025, -2.138, -2.371], [-0.794, -0.975, -0.221], [-0.192, 0.625, -2.769], [-1.901, 0.212, -1.845], [-0.793, 1.498, -1.558], [1.539, -0.522, 0.395], [1.455, 1.022, -0.631], [-0.448, 1.994, 0.597], [1.003, 1.645, 1.602], [-1.641, 0.120, 1.761], [-0.829, 1.290, 2.894], [-0.103, -0.339, 3.637]],
  "charge": 0,
  "lumo_ev": 0.91,
  "total_energy_ha": -312.1933,
  "gap_ev": 10.98
}

---

No. 2
{
  "formula": "C6H14O",
  "method": "ωB97M-V/def2-TZVPD",
  "species": ["C", "C", "C", "C", "C", "C", "H", "H", "H", "H", "H", "H", "H", "H", "H", "H", "H", "H", "O", "H", "H"],
  "xyz": [[1.049, 1.707, -1.522], [0.965, 0.807, -0.298], [-0.091, -0.051, -0.001], [-1.473, 0.308, -0.497], [0.063, -1.282, 0.871], [0.390, -2.503, 0.048], [0.928, 1.290, -2.516], [0.156, 2.406, -1.481], [2.012, 2.315, -1.598], [1.925, 0.737, 0.339], [-2.143, -0.557, -0.518], [-1.250, 0.655, -1.598], [-1.899, 1.165, 0.044], [-0.872, -1.594, 1.341], [0.913, -1.139, 1.610], [0.258, -3.411, 0.596], [1.420, -2.595, -0.287], [-0.330, -2.725, -0.877], [-0.407, 1.641, 2.411], [-1.288, 1.178, 2.491], [-0.325, 1.648, 1.441]],
  "charge": 0,
  "lumo_ev": 0.79,
  "total_energy_ha": -312.1809,
  "gap_ev": 9.44
}

---

No. 3
{
  "formula": "C6H14O",
  "method": "ωB97M-V/def2-TZVPD",
  "species": ["C", "C", "C", "C", "C", "C", "O", "H", "H", "H", "H", "H", "H", "H", "H", "H", "H", "H", "H", "H", "H"],
  "xyz": [[-0.343, -0.180, 0.781], [1.114, 0.613, -0.466], [-1.272, 0.510, -0.027], [2.265, 0.808, 0.496], [1.387, -0.421, -1.535], [-2.901, -0.408, 0.715], [-0.195, -1.522, 0.822], [-0.473, -1.908, -0.019], [-0.123, 0.237, 1.759], [0.829, 1.568, -0.913], [-1.468, 1.533, 0.260], [-1.379, 0.291, -1.082], [2.486, -0.120, 1.029], [3.181, 1.120, -0.022], [0.523, -0.570, -2.187], [2.233, -0.137, -2.173], [2.043, 1.588, 1.228], [1.646, -1.384, -1.086], [-2.847, -0.593, 1.785], [-3.021, -1.332, 0.153], [-3.686, 0.307, 0.482]],
  "charge": 0,
  "lumo_ev": 0.91,
  "total_energy_ha": -312.1087,
  "gap_ev": 8.20
}

---

No. 4
{
  "formula": "C6H14O",
  "method": "ωB97M-V/def2-TZVPD",
  "species": ["C", "C", "C", "C", "C", "C", "H", "H", "H", "H", "H", "H", "H", "H", "H", "H", "H", "H", "O", "H", "H"],
  "xyz": [[-1.894, -1.422, 2.343], [-0.679, -0.625, 1.991], [-0.676, 0.210, 0.951], [0.497, 0.966, 0.496], [1.489, 0.114, -0.320], [0.931, -0.668, -1.469], [-1.591, -2.479, 2.179], [-2.701, -1.178, 1.651], [-2.283, -1.296, 3.324], [0.148, -0.723, 2.713], [-1.509, 0.357, 0.368], [0.151, 1.764, -0.194], [1.149, 1.480, 1.181], [2.270, 0.775, -0.607], [1.833, -0.625, 0.390], [0.139, -1.513, -1.337], [1.627, -1.291, -1.977], [0.166, -0.128, -2.074], [-0.068, 2.161, -3.236], [0.624, 2.640, -3.811], [0.376, 1.482, -2.561]],
  "charge": 0,
  "lumo_ev": 0.93,
  "total_energy_ha": -312.1745,
  "gap_ev": 10.10
}

---

No. 5
{
  "formula": "C6H14O",
  "method": "ωB97M-V/def2-TZVPD",
  "species": ["C", "C", "C", "C", "C", "C", "O", "H", "H", "H", "H", "H", "H", "H", "H", "H", "H", "H", "H", "H", "H"],
  "xyz": [[0.850, 1.668, 1.607], [0.410, 1.097, 0.302], [-0.216, -0.401, 0.386], [-1.198, -0.609, 1.452], [-0.723, -0.952, -0.954], [0.415, -1.010, -2.055], [0.879, 0.281, -2.411], [1.580, 2.500, 1.508], [1.153, 0.817, 2.321], [0.074, 2.161, 2.196], [-0.237, 1.761, -0.227], [1.343, 1.109, -0.403], [0.736, -1.039, 0.610], [-2.187, -0.171, 1.340], [-0.860, -0.208, 2.405], [-1.202, -1.701, 1.668], [-1.720, -0.594, -1.260], [-1.173, -1.835, -0.639], [1.291, -1.549, -1.568], [0.176, -1.751, -2.923], [0.608, 0.426, -3.355]],
  "charge": 0,
  "lumo_ev": 0.90,
  "total_energy_ha": -312.1845,
  "gap_ev": 11.14
}

---

No. 6
{
  "formula": "C6H14O",
  "method": "ωB97M-V/def2-TZVPD",
  "species": ["C", "C", "C", "C", "C", "C", "H", "H", "H", "H", "H", "H", "H", "H", "H", "H", "H", "H", "H", "H", "O"],
  "xyz": [[-0.622, -1.742, -1.118], [-0.925, -0.790, 0.073], [-0.517, 0.701, -0.103], [0.985, 0.796, -0.135], [1.751, 0.825, 1.017], [3.194, 1.131, 1.155], [-0.295, -2.701, -0.746], [-1.531, -1.770, -1.707], [0.225, -1.393, -1.711], [-1.992, -0.770, 0.269], [-0.369, -1.149, 0.939], [-0.993, 1.039, -1.026], [-0.788, 1.356, 0.727], [1.374, 0.603, -1.133], [1.347, 0.277, 1.871], [3.384, 1.304, 2.214], [3.739, 0.202, 0.926], [3.486, 1.904, 0.449], [-4.022, 0.485, -0.029], [-3.288, -0.280, -1.106], [-4.142, -0.027, -0.825]],
  "multiplicity": 2,
  "charge": 1,
  "lumo_ev": [-5.27, -8.18],
  "total_energy_ha": -311.8716,
  "gap_ev": [9.29, 6.39]
}

---

No. 7
{
  "formula": "C6H14O2",
  "method": "ωB97M-V/def2-TZVPD",
  "species": ["C", "C", "C", "C", "C", "C", "H", "H", "H", "H", "H", "H", "H", "H", "H", "H", "O", "H", "H", "O", "H", "H"],
  "xyz": [[-2.265, -0.309, -0.147], [-2.478, -0.149, -1.471], [-1.443, 0.466, -2.353], [-0.178, 1.000, -1.767], [0.949, 1.122, -2.424], [2.281, 1.268, -1.760], [-2.920, -0.728, 0.520], [-1.333, -0.040, 0.361], [-3.518, -0.274, -1.870], [-1.846, 1.299, -3.139], [-1.126, -0.472, -2.767], [-0.258, 1.096, -0.631], [1.080, 1.126, -3.500], [2.472, 2.414, -1.991], [3.035, 0.686, -2.242], [2.078, 0.960, -0.688], [0.867, -1.831, 7.277], [0.490, -1.421, 6.457], [1.519, -2.406, 6.966], [0.766, -1.436, 2.022], [1.203, -1.889, 1.382], [0.625, -0.482, 1.764]],
  "charge": 0,
  "lumo_ev": 0.64,
  "total_energy_ha": -387.3703,
  "gap_ev": 9.71
}

---

No. 8
{
  "formula": "C6H14O2",
  "method": "ωB97M-V/def2-TZVPD",
  "species": ["C", "C", "C", "C", "C", "C", "O", "H", "H", "H", "H", "H", "H", "H", "H", "H", "H", "H", "H", "O", "H", "H"],
  "xyz": [[0.440, 1.679, 1.118], [-0.054, 0.495, 1.550], [0.306, 0.019, 2.945], [-0.883, -0.333, 0.536], [-0.266, -1.692, -0.011], [0.853, -1.284, -1.177], [0.333, -0.655, -2.293], [0.279, 1.902, 0.018], [1.015, 2.455, 1.699], [-0.141, 0.686, 3.595], [-0.184, -0.915, 2.971], [1.336, -0.036, 3.050], [-1.809, -0.468, 1.130], [-1.173, 0.319, -0.340], [0.192, -2.350, 0.716], [-1.029, -2.252, -0.694], [1.347, -2.229, -1.369], [1.545, -0.641, -0.573], [0.153, -1.254, -2.955], [-1.016, 2.482, -3.204], [-1.114, 1.603, -3.612], [-0.133, 2.471, -3.098]],
  "charge": 0,
  "lumo_ev": 0.63,
  "total_energy_ha": -387.4045,
  "gap_ev": 9.64
}